Record 1
{
  "formula": "C25H68AsF6NO22S7",
  "method": "wB97M-V/def2-TZVPD",
  "species": ["C", "C", "C", "O", "C", "N", "H", "H", "H", "H", "H", "H", "H", "H", "H", "H", "H", "H", "As", "F", "F", "F", "F", "F", "F", "O", "S", "O", "O", "C", "C", "C", "H", "H", "H", "H", "H", "H", "H", "H", "O", "S", "O", "O", "C", "C", "C", "H", "H", "H", "H", "H", "H", "H", "H", "O", "S", "O", "O", "C", "C", "C", "H", "H", "H", "H", "H", "H", "H", "H", "O", "S", "O", "O", "C", "C", "C", "H", "H", "H", "H", "H", "H", "H", "H", "O", "S", "O", "O", "C", "C", "C", "H", "H", "H", "H", "H", "H", "H", "H", "O", "S", "O", "O", "C", "C", "C", "H", "H", "H", "H", "H", "H", "H", "H", "O", "S", "O", "O", "C", "C", "C", "H", "H", "H", "H", "H", "H", "H", "H"],
  "coordinates": [[-7.671, -4.963, 1.655], [-6.448, -4.211, 1.145], [-5.206, -4.570, 1.937], [-3.976, -4.140, 1.401], [-3.797, -2.737, 1.378], [-6.208, -4.479, -0.310], [-5.291, -4.166, -0.651], [-6.337, -5.476, -0.525], [-6.965, -4.085, -0.877], [-7.523, -6.033, 1.457], [-8.559, -4.706, 1.075], [-7.872, -4.854, 2.715], [-6.708, -3.152, 1.173], [-5.159, -5.663, 1.894], [-5.242, -4.260, 2.985], [-4.657, -2.176, 0.986], [-2.962, -2.448, 0.747], [-3.700, -2.324, 2.386], [0.149, 0.014, 0.846], [-0.678, 0.622, 2.259], [-0.168, 1.586, 0.087], [0.897, -0.558, -0.629], [0.365, -1.513, 1.695], [-1.361, -0.607, 0.198], [1.698, 0.607, 1.433], [-2.804, -3.718, 6.106], [-2.405, -2.655, 5.222], [-3.348, -1.609, 4.866], [-1.110, -1.935, 5.823], [-0.644, -0.726, 5.170], [0.821, -0.902, 4.901], [-1.694, -3.336, 3.743], [-0.772, 0.121, 5.849], [-1.285, -0.485, 4.323], [1.289, -1.023, 5.878], [1.222, 0.013, 4.461], [1.079, -1.737, 4.254], [-1.348, -2.503, 3.130], [-2.465, -3.897, 3.225], [-0.819, -3.923, 4.008], [4.163, -0.373, 5.227], [4.626, 0.622, 4.313], [4.125, 1.970, 4.345], [6.220, 0.708, 4.567], [6.993, 1.672, 3.831], [7.760, 1.009, 2.697], [4.525, 0.000, 2.620], [7.686, 2.054, 4.582], [6.373, 2.504, 3.497], [7.121, 0.809, 1.839], [8.271, 0.100, 3.013], [8.567, 1.624, 2.288], [5.266, -0.795, 2.568], [4.821, 0.739, 1.882], [3.522, -0.400, 2.508], [-3.740, 2.734, -3.177], [-2.922, 3.915, -3.088], [-2.684, 4.730, -4.251], [-3.628, 4.841, -1.959], [-2.970, 6.067, -1.557], [-4.017, 6.883, -0.862], [-1.313, 3.548, -2.379], [-2.568, 6.556, -2.447], [-2.144, 5.756, -0.914], [-4.912, 7.118, -1.433], [-3.644, 7.838, -0.477], [-4.332, 6.427, 0.082], [-0.883, 2.873, -3.123], [-1.452, 2.944, -1.482], [-0.665, 4.414, -2.299], [-4.312, -1.751, -3.825], [-4.339, -1.663, -2.391], [-5.509, -2.010, -1.614], [-3.112, -2.569, -1.816], [-1.868, -2.459, -2.525], [-0.751, -3.223, -1.830], [-3.760, -0.056, -1.876], [-1.594, -1.407, -2.592], [-2.010, -2.887, -3.518], [-0.893, -4.304, -1.913], [-0.609, -2.973, -0.782], [0.162, -3.057, -2.404], [-3.629, -0.162, -0.798], [-4.542, 0.678, -2.052], [-2.829, 0.249, -2.339], [4.598, 1.779, -5.147], [3.347, 1.666, -5.836], [3.286, 0.978, -7.104], [2.323, 0.923, -4.802], [1.057, 0.558, -5.330], [0.260, -0.182, -4.266], [2.562, 3.282, -6.056], [1.098, -0.038, -6.245], [0.505, 1.441, -5.673], [0.686, -1.171, -4.095], [-0.770, -0.314, -4.597], [0.296, 0.385, -3.335], [3.377, 3.840, -6.519], [2.279, 3.763, -5.123], [1.774, 3.101, -6.779], [6.262, -1.603, 0.128], [5.057, -2.298, -0.276], [5.154, -3.458, -1.111], [4.303, -2.742, 1.101], [3.028, -3.357, 0.967], [2.582, -3.765, 2.368], [3.875, -1.144, -0.952], [3.074, -4.236, 0.321], [2.287, -2.655, 0.571], [2.310, -2.911, 2.981], [3.379, -4.342, 2.842], [1.758, -4.482, 2.356], [3.157, -1.692, -1.554], [4.495, -0.473, -1.548], [3.389, -0.533, -0.193], [1.802, 4.513, -2.745], [2.935, 4.051, -1.947], [4.259, 4.425, -2.343], [2.706, 4.510, -0.407], [1.371, 4.351, 0.098], [0.648, 5.636, 0.397], [2.755, 2.234, -1.832], [1.388, 3.755, 1.013], [0.815, 3.765, -0.634], [-0.384, 5.464, 0.698], [0.571, 6.231, -0.523], [1.150, 6.300, 1.099], [3.003, 1.898, -0.829], [3.522, 1.936, -2.548], [1.763, 1.932, -2.146]],
  "lowdin_charge": [-0.028, -0.329, -0.176, -0.177, -0.094, 0.228, 0.142, 0.177, 0.168, 0.091, 0.091, 0.102, 0.154, 0.142, 0.153, 0.086, 0.079, 0.078, 0.807, -0.238, -0.264, -0.255, -0.249, -0.258, -0.249, -0.279, 0.601, -0.304, -0.255, -0.257, -0.065, -0.113, 0.130, 0.088, 0.088, 0.082, 0.052, 0.052, 0.047, 0.082, -0.271, 0.599, -0.293, -0.261, -0.256, -0.067, -0.118, 0.121, 0.114, 0.056, 0.086, 0.081, 0.060, 0.072, 0.044, -0.286, 0.615, -0.283, -0.264, -0.257, -0.070, -0.115, 0.122, 0.097, 0.085, 0.083, 0.083, 0.067, 0.064, 0.052, -0.264, 0.633, -0.312, -0.281, -0.270, -0.050, -0.107, 0.081, 0.122, 0.080, 0.064, 0.077, 0.066, 0.069, 0.062, -0.269, 0.616, -0.285, -0.264, -0.289, -0.059, -0.090, 0.120, 0.115, 0.079, 0.084, 0.064, 0.077, 0.053, 0.066, -0.283, 0.619, -0.273, -0.271, -0.279, -0.053, -0.121, 0.121, 0.089, 0.050, 0.087, 0.078, 0.068, 0.075, 0.041, -0.322, 0.639, -0.256, -0.241, -0.285, -0.063, -0.083, 0.127, 0.063, 0.075, 0.080, 0.084, 0.063, 0.051, 0.048],
  "homo_energy_ev": -10.71
}


Record 2
{
  "formula": "C25H69ClN5O13",
  "method": "wB97M-V/def2-TZVPD",
  "species": ["C", "C", "O", "N", "C", "C", "C", "C", "C", "C", "C", "C", "C", "O", "C", "Cl", "N", "N", "N", "C", "C", "N", "H", "H", "H", "H", "H", "H", "H", "H", "H", "H", "H", "H", "H", "H", "H", "H", "H", "H", "H", "H", "H", "H", "H", "H", "H", "C", "O", "H", "H", "H", "H", "C", "O", "H", "H", "H", "H", "C", "O", "H", "H", "H", "H", "C", "O", "H", "H", "H", "H", "C", "O", "H", "H", "H", "H", "C", "O", "H", "H", "H", "H", "C", "O", "H", "H", "H", "H", "C", "O", "H", "H", "H", "H", "C", "O", "H", "H", "H", "H", "C", "O", "H", "H", "H", "H", "C", "O", "H", "H", "H", "H"],
  "coordinates": [[2.923, 0.854, 0.367], [2.175, 0.361, -0.843], [1.095, -0.161, -0.735], [2.816, 0.544, -2.097], [2.576, -0.527, -3.094], [1.912, 0.072, -4.323], [0.492, 0.519, -3.949], [-0.578, -0.338, -4.657], [-1.825, -0.370, -3.821], [-2.755, 0.677, -3.860], [-2.532, 1.879, -4.732], [-2.548, 3.272, -4.060], [-2.116, 3.271, -2.588], [-1.795, 4.178, -4.833], [-3.887, 0.531, -3.028], [-5.126, 1.705, -3.093], [-4.091, -0.463, -2.208], [-3.187, -1.417, -2.201], [-3.488, -2.470, -1.313], [-2.065, -1.450, -2.936], [-1.159, -2.644, -2.810], [-0.333, -2.690, -1.574], [3.916, 1.159, 0.069], [2.372, 1.704, 0.761], [2.970, 0.037, 1.078], [2.564, 1.445, -2.490], [1.959, -1.326, -2.688], [3.547, -0.939, -3.360], [1.861, -0.690, -5.100], [2.532, 0.869, -4.724], [0.362, 0.540, -2.870], [0.371, 1.539, -4.308], [-0.791, 0.125, -5.613], [-0.255, -1.340, -4.899], [-3.187, 1.847, -5.601], [-1.531, 1.797, -5.126], [-3.563, 3.648, -4.097], [-1.522, 4.167, -2.429], [-2.957, 3.347, -1.909], [-1.489, 2.422, -2.314], [-0.864, 3.928, -4.763], [-3.597, -3.324, -1.845], [-2.744, -2.557, -0.633], [-1.768, -3.540, -2.921], [-0.465, -2.643, -3.634], [-0.664, -3.460, -1.002], [-0.493, -1.859, -1.013], [2.373, 3.856, -5.354], [1.697, 3.694, -4.094], [2.758, 2.886, -5.655], [1.678, 4.216, -6.117], [3.203, 4.552, -5.265], [1.368, 4.561, -3.839], [4.481, -0.720, 4.408], [3.590, 0.063, 3.613], [5.417, -0.175, 4.507], [4.051, -0.884, 5.394], [4.670, -1.682, 3.925], [2.771, -0.444, 3.556], [1.364, -2.505, 5.794], [1.823, -2.122, 4.490], [1.504, -1.666, 6.469], [0.304, -2.765, 5.750], [1.940, -3.355, 6.161], [1.686, -2.883, 3.919], [-3.726, 1.205, 1.638], [-3.962, -0.201, 1.676], [-3.957, 1.626, 2.612], [-2.680, 1.418, 1.399], [-4.381, 1.656, 0.886], [-3.758, -0.536, 0.801], [5.345, -4.184, 5.867], [4.708, -3.313, 6.797], [4.586, -4.812, 5.407], [5.851, -3.604, 5.090], [6.072, -4.819, 6.378], [5.394, -2.763, 7.187], [3.634, 0.723, 7.970], [4.966, 0.498, 7.503], [3.248, -0.228, 8.329], [3.633, 1.442, 8.793], [2.999, 1.088, 7.163], [5.331, 1.329, 7.189], [2.129, 4.193, 5.692], [2.228, 2.778, 5.864], [1.490, 4.576, 6.483], [3.111, 4.664, 5.769], [1.685, 4.439, 4.725], [2.794, 2.438, 5.162], [0.274, 0.637, 4.572], [-0.317, 1.562, 5.476], [-0.521, 0.050, 4.115], [0.820, 1.171, 3.786], [0.954, -0.028, 5.090], [0.401, 2.076, 5.868], [5.411, 5.837, -7.898], [4.750, 5.708, -6.638], [5.781, 4.853, -8.175], [4.720, 6.186, -8.669], [6.254, 6.526, -7.829], [4.427, 6.580, -6.394], [-6.486, -4.558, -0.560], [-6.939, -3.231, -0.809], [-7.356, -5.204, -0.482], [-5.858, -4.909, -1.388], [-5.926, -4.599, 0.378], [-6.168, -2.660, -0.873], [-10.210, -7.075, 0.392], [-9.657, -7.604, -0.811], [-10.069, -7.805, 1.184], [-9.707, -6.145, 0.672], [-11.279, -6.886, 0.268], [-9.794, -6.948, -1.500]],
  "lowdin_charge": [0.016, -0.488, 0.049, 0.042, -0.185, -0.163, -0.158, -0.115, -0.048, -0.117, -0.083, -0.435, -0.022, -0.015, -0.611, 0.858, 0.147, -0.108, 0.155, -0.066, -0.161, 0.055, 0.081, 0.092, 0.074, 0.121, 0.105, 0.116, 0.114, 0.096, 0.099, 0.089, 0.125, 0.107, 0.150, 0.091, 0.109, 0.089, 0.070, 0.077, 0.073, 0.111, 0.102, 0.125, 0.099, 0.075, 0.053, -0.117, -0.147, 0.070, 0.085, 0.060, 0.076, -0.149, -0.149, 0.082, 0.056, 0.072, 0.030, -0.117, -0.153, 0.075, 0.085, 0.075, 0.087, -0.148, -0.127, 0.084, 0.073, 0.072, 0.027, -0.154, -0.134, 0.075, 0.069, 0.078, 0.077, -0.141, -0.135, 0.077, 0.082, 0.048, 0.072, -0.118, -0.156, 0.086, 0.081, 0.082, 0.082, -0.156, -0.128, 0.083, 0.073, 0.040, 0.034, -0.144, -0.142, 0.078, 0.077, 0.078, 0.075, -0.155, -0.127, 0.069, 0.066, 0.079, 0.036, -0.159, -0.132, 0.078, 0.067, 0.077, 0.068],
  "homo_energy_ev": -11.17,
  "charge": 1
}


Computed values of electronic energy (unit: eV) for the preceding records, in sequence: -226553.2723 -73621.7732.
Computed values of Kohn-Sham gap (unit: eV) for the preceding records, in sequence: 9.43 6.66.
Computed values of molar mass (unit: u) for the preceding records, in sequence: 1148.2 683.3.